1.
C32H45N3O29S | ωB97M-V/def2-TZVPD

## Properties
HOMO (eV): -7.82
Lowest unoccupied orbital energy (hartree): 0.00479

Cartesian coordinates (Å):
N (0.92, 2.66, -3.15)
C (0.49, 1.43, -3.49)
N (-0.64, 1.02, -2.98)
C (-1.37, -0.07, -3.68)
C (-0.45, -1.11, -4.32)
C (1.03, -0.76, -4.22)
C (1.65, -1.25, -2.90)
O (1.20, -0.75, -1.84)
O (2.56, -2.10, -3.02)
N (1.29, 0.70, -4.32)
S (1.29, 1.34, -5.92)
H (1.48, 3.19, -3.78)
H (0.72, 3.00, -2.23)
H (-1.26, 1.81, -2.84)
H (-2.07, 0.33, -4.40)
H (-1.97, -0.57, -2.94)
H (-0.60, -2.08, -3.85)
H (-0.73, -1.23, -5.36)
H (1.53, -1.24, -5.05)
H (2.61, 1.42, -6.16)
C (-6.12, -1.67, -0.67)
C (-4.77, -1.40, -0.05)
O (-3.98, -1.01, -1.17)
C (-4.81, -0.56, -2.14)
O (-4.45, -0.01, -3.13)
O (-6.10, -0.80, -1.82)
H (-6.95, -1.43, -0.02)
H (-6.22, -2.70, -1.02)
H (-4.80, -0.56, 0.66)
H (-4.35, -2.27, 0.45)
C (6.00, -1.48, -2.19)
C (6.22, -2.96, -2.00)
O (7.19, -2.98, -0.92)
C (7.06, -1.82, -0.24)
O (7.60, -1.60, 0.80)
O (6.26, -0.96, -0.88)
H (4.98, -1.26, -2.51)
H (6.70, -1.03, -2.90)
H (5.32, -3.48, -1.67)
H (6.62, -3.45, -2.88)
C (5.48, -0.40, 3.26)
C (5.99, 1.00, 3.48)
O (4.77, 1.76, 3.57)
C (3.78, 0.91, 3.94)
O (2.69, 1.26, 4.26)
O (4.20, -0.38, 3.90)
H (6.12, -1.16, 3.70)
H (5.34, -0.63, 2.20)
H (6.53, 1.10, 4.43)
H (6.61, 1.36, 2.67)
C (5.59, 2.60, -8.20)
C (6.14, 3.96, -7.82)
O (4.95, 4.76, -7.75)
C (3.90, 3.94, -7.52)
O (2.80, 4.30, -7.25)
O (4.27, 2.64, -7.64)
H (6.16, 1.78, -7.78)
H (5.51, 2.47, -9.28)
H (6.62, 3.95, -6.84)
H (6.83, 4.35, -8.54)
C (-7.35, 2.55, 2.06)
C (-7.01, 1.52, 3.11)
O (-7.81, 0.39, 2.71)
C (-8.07, 0.52, 1.39)
O (-8.57, -0.33, 0.71)
O (-7.68, 1.73, 0.93)
H (-6.52, 3.21, 1.83)
H (-8.22, 3.15, 2.33)
H (-5.95, 1.22, 3.08)
H (-7.27, 1.83, 4.13)
C (7.96, 7.79, -5.90)
C (8.69, 7.01, -4.83)
O (8.81, 5.71, -5.44)
C (8.75, 5.88, -6.78)
O (8.98, 5.02, -7.58)
O (8.37, 7.14, -7.10)
H (8.24, 8.84, -5.92)
H (6.87, 7.72, -5.81)
H (9.68, 7.40, -4.63)
H (8.13, 6.94, -3.90)
C (-9.85, -1.07, 6.17)
C (-8.56, -1.27, 6.93)
O (-7.76, -0.17, 6.47)
C (-8.59, 0.80, 6.04)
O (-8.24, 1.90, 5.76)
O (-9.86, 0.36, 5.98)
H (-10.72, -1.40, 6.72)
H (-9.84, -1.55, 5.19)
H (-8.69, -1.19, 8.01)
H (-8.08, -2.22, 6.70)
C (8.28, -5.16, 1.17)
C (8.38, -5.10, 2.68)
O (7.10, -5.57, 3.09)
C (6.59, -6.34, 2.09)
O (5.62, -7.02, 2.19)
O (7.35, -6.23, 0.97)
H (9.23, -5.38, 0.70)
H (7.87, -4.25, 0.75)
H (9.15, -5.76, 3.08)
H (8.56, -4.09, 3.05)
C (-12.85, -3.23, 10.12)
C (-11.75, -4.26, 10.25)
O (-11.38, -4.48, 8.89)
C (-11.74, -3.39, 8.17)
O (-11.42, -3.19, 7.04)
O (-12.50, -2.55, 8.91)
H (-12.89, -2.54, 10.96)
H (-13.83, -3.69, 10.00)
H (-10.88, -3.87, 10.79)
H (-12.07, -5.18, 10.72)

---

2.
C2H7N3O | ωB97M-V/def2-TZVPD

## Properties
HOMO (eV): -8.41
Structure (SMILES): CN/N=C/NO
Lowest unoccupied orbital energy (hartree): 0.03231

Cartesian coordinates (Å):
C (-1.96, -0.34, 0.10)
C (0.86, -0.40, -0.27)
H (-3.02, -0.06, -0.11)
H (-1.86, -0.73, 1.16)
H (-1.82, -1.13, -0.63)
H (-1.37, 1.63, 0.40)
H (0.35, -1.33, -0.34)
H (2.63, -0.96, 0.39)
H (2.05, 1.33, 0.34)
N (-1.10, 0.83, -0.23)
N (0.23, 0.70, -0.14)
N (2.26, -0.41, -0.42)
O (2.76, 0.88, -0.25)

---

3.
C9H9N2O2S | ωB97M-V/def2-TZVPD

## Properties
HOMO (eV): -2.77
Total charge: -1
Structure (SMILES): CN(C=S)/C([O-])=C1/C=CC=C/C1=N\O
Lowest unoccupied orbital energy (hartree): 0.11819

Cartesian coordinates (Å):
C (-0.95, 1.57, 2.51)
C (-0.19, 0.59, 3.09)
C (-1.26, 1.52, 1.13)
C (0.32, -0.44, 2.38)
C (-0.81, 0.46, 0.36)
C (-0.02, -0.57, 1.00)
C (-0.98, 0.56, -1.10)
C (1.35, 0.36, -1.44)
C (-0.02, -0.56, -3.17)
N (0.12, -1.62, 0.28)
N (0.11, 0.12, -1.86)
O (0.87, -2.66, 0.90)
O (-1.89, 1.19, -1.65)
S (2.73, 0.01, -2.24)
H (-1.27, 2.46, 2.98)
H (0.15, 0.56, 4.13)
H (-1.88, 2.15, 0.63)
H (0.92, -1.12, 2.87)
H (1.37, 0.99, -0.40)
H (0.26, -1.63, -3.06)
H (-1.00, -0.47, -3.63)
H (0.79, -0.23, -3.91)
H (1.28, -3.22, 0.21)

---

4.
C10H11ClSi | ωB97M-V/def2-TZVPD

## Properties
HOMO (eV): -9.28
Structure (SMILES): C[Si](C)(C#CCl)c1ccccc1
Lowest unoccupied orbital energy (hartree): 0.02578

Cartesian coordinates (Å):
C (2.38, 0.53, -0.32)
C (3.40, -0.10, -0.44)
C (-1.97, -2.80, -0.26)
C (-1.46, -2.42, 0.96)
C (-1.74, -1.96, -1.38)
C (-0.61, -1.28, 1.03)
C (-0.98, -0.84, -1.25)
C (-0.43, -0.45, -0.05)
C (0.21, 2.55, -1.11)
C (0.68, 1.84, 1.85)
Si (0.62, 1.19, 0.07)
Cl (4.87, -0.88, -0.69)
H (-2.44, -3.81, -0.31)
H (-1.56, -3.11, 1.77)
H (-2.07, -2.22, -2.32)
H (-0.36, -0.85, 2.05)
H (-0.95, -0.28, -2.16)
H (-0.68, 3.13, -0.71)
H (1.08, 3.35, -1.17)
H (-0.15, 2.37, -2.20)
H (-0.18, 1.69, 2.56)
H (1.53, 1.46, 2.30)
H (0.80, 2.88, 1.80)

---

5.
C35H39CdN2O7S4Sb2 | ωB97M-V/def2-TZVPD

## Properties
2S+1: 2
HOMO (alpha / beta) (eV): -3.29 / -3.35
Total charge: -2
Lowest unoccupied orbital energy (alpha / beta) (hartree): 0.14523 / 0.08571

Cartesian coordinates (Å):
Cd (-1.71, 0.94, -0.54)
O (-0.16, -5.05, -4.28)
C (0.15, -4.80, -3.10)
O (0.92, -5.40, -2.32)
C (-0.49, -3.54, -2.50)
C (-0.86, -3.50, -1.16)
C (-1.40, -2.34, -0.64)
N (-1.52, -1.22, -1.35)
C (-1.18, -1.24, -2.64)
C (-0.69, -2.38, -3.25)
C (-1.26, 0.09, -3.42)
O (-1.28, 0.03, -4.64)
O (-1.27, 1.16, -2.70)
H (-0.69, -4.37, -0.53)
H (-1.71, -2.27, 0.40)
H (-0.45, -2.37, -4.31)
S (-3.27, 2.39, 4.65)
Sb (-2.15, 2.67, 2.62)
S (-3.96, 3.70, 1.35)
S (-1.55, 0.48, 1.95)
C (0.22, -2.47, 3.12)
C (1.29, -3.29, 2.45)
C (1.52, -4.60, 2.87)
C (2.46, -5.40, 2.24)
C (3.19, -4.90, 1.18)
C (2.99, -3.59, 0.76)
C (2.05, -2.77, 1.39)
Sb (1.63, -0.81, 0.60)
C (2.49, 0.32, 2.21)
C (2.97, -0.28, 3.37)
C (3.32, 0.48, 4.48)
C (3.17, 1.86, 4.44)
C (2.69, 2.47, 3.29)
C (2.35, 1.72, 2.17)
C (1.83, 2.41, 0.93)
C (3.21, -0.83, -0.87)
C (2.71, -1.05, -2.15)
C (3.55, -1.08, -3.26)
C (4.90, -0.87, -3.09)
C (5.41, -0.64, -1.82)
C (4.59, -0.63, -0.69)
C (5.21, -0.45, 0.67)
H (-0.11, -2.94, 4.05)
H (-0.65, -2.36, 2.47)
H (0.55, -1.46, 3.36)
H (0.93, -4.99, 3.69)
H (2.60, -6.42, 2.57)
H (3.91, -5.53, 0.66)
H (3.55, -3.22, -0.09)
H (3.09, -1.36, 3.41)
H (3.69, -0.01, 5.38)
H (3.41, 2.46, 5.31)
H (2.58, 3.54, 3.26)
H (2.02, 3.49, 0.98)
H (0.75, 2.27, 0.83)
H (2.30, 2.03, 0.03)
H (1.65, -1.20, -2.30)
H (3.13, -1.28, -4.24)
H (5.57, -0.89, -3.94)
H (6.48, -0.49, -1.69)
H (6.30, -0.53, 0.60)
H (4.85, -1.20, 1.37)
H (4.96, 0.53, 1.10)
C (-4.60, -1.62, 1.75)
S (-4.61, -0.43, 0.41)
C (-5.85, 0.64, 1.12)
O (-5.25, -1.10, -0.76)
H (-5.61, -2.01, 1.86)
H (-4.23, -1.14, 2.65)
H (-3.92, -2.43, 1.45)
H (-5.50, 1.03, 2.07)
H (-6.76, 0.05, 1.22)
H (-5.99, 1.47, 0.42)
O (-1.76, 3.10, 0.03)
C (-3.03, 3.41, -0.27)
O (-3.70, 2.31, -0.91)
C (-3.15, 4.66, -1.22)
N (-4.06, 4.39, -2.37)
C (-3.29, 4.55, -3.62)
C (-2.16, 5.51, -3.26)
C (-1.80, 5.03, -1.85)
H (-3.54, 5.49, -0.63)
H (-4.86, 5.00, -2.35)
H (-4.03, 2.68, -1.76)
H (-3.94, 4.90, -4.42)
H (-2.87, 3.59, -3.91)
H (-2.52, 6.54, -3.24)
H (-1.32, 5.44, -3.95)
H (-1.27, 5.77, -1.26)
H (-1.18, 4.14, -1.90)

---

6.
C4H7N2O5 | ωB97M-V/def2-TZVPD

## Properties
HOMO (eV): -3.88
Total charge: -1
Lowest unoccupied orbital energy (hartree): 0.12369

Cartesian coordinates (Å):
C (-2.36, -0.82, -0.04)
C (0.55, -1.25, -0.47)
C (2.81, -0.92, -0.17)
C (-0.40, -2.19, -0.38)
N (2.69, 0.02, 0.65)
N (-1.56, 3.45, 0.11)
O (-1.75, 0.07, 0.57)
O (0.49, 0.04, -0.26)
O (-3.43, -0.66, -0.58)
O (1.83, -1.73, -0.56)
O (-1.74, -2.09, -0.08)
H (3.76, -1.26, -0.66)
H (3.61, 0.55, 0.66)
H (-0.11, -3.24, -0.23)
H (-2.16, 2.64, 0.36)
H (-1.28, 3.95, 0.96)
H (-0.58, 3.27, -0.14)
H (-0.38, 0.17, 0.26)

---

7.
C23H26BrFNO6P | ωB97M-V/def2-TZVPD

## Properties
HOMO (eV): -8.42
Structure (SMILES): CC[C@H](Br)N1C(=O)c2c(C)c(C)c(CCCC(=O)O)c(P(O)O)c2C1=O.Fc1ccccc1
Lowest unoccupied orbital energy (hartree): -0.02330

Cartesian coordinates (Å):
C (4.31, 1.29, 0.65)
C (4.02, -0.25, 0.31)
C (2.52, -0.50, -0.15)
Br (1.79, 1.09, -1.10)
N (1.67, -1.02, 0.91)
C (0.54, -1.84, 0.49)
O (0.53, -2.99, 0.16)
C (-0.63, -0.83, 0.62)
C (-1.96, -0.79, 0.05)
C (-2.38, -1.92, -0.95)
C (-2.87, 0.32, 0.40)
C (-4.28, 0.25, -0.29)
C (-2.48, 1.41, 1.31)
C (-3.47, 2.57, 1.68)
C (-2.86, 4.01, 1.46)
C (-3.74, 4.91, 0.48)
C (-2.72, 5.90, -0.23)
O (-2.06, 6.59, 0.50)
O (-2.62, 5.96, -1.61)
C (-1.13, 1.37, 1.90)
P (-0.46, 2.64, 3.11)
O (-0.24, 1.88, 4.60)
O (1.06, 3.16, 2.56)
C (-0.28, 0.28, 1.52)
C (1.18, -0.08, 1.90)
O (1.80, 0.29, 2.86)
H (3.52, 1.70, 1.32)
H (4.46, 1.90, -0.27)
H (5.31, 1.28, 1.17)
H (4.31, -0.88, 1.18)
H (4.69, -0.46, -0.58)
H (2.59, -1.32, -0.93)
H (-3.07, -2.65, -0.45)
H (-1.46, -2.49, -1.22)
H (-2.79, -1.50, -1.89)
H (-4.11, 0.35, -1.39)
H (-5.02, 0.96, 0.13)
H (-4.66, -0.80, -0.10)
H (-4.40, 2.53, 1.05)
H (-3.84, 2.44, 2.73)
H (-1.83, 3.97, 1.01)
H (-2.77, 4.60, 2.40)
H (-4.43, 5.58, 1.06)
H (-4.28, 4.30, -0.28)
H (-1.91, 5.39, -1.94)
H (0.57, 1.32, 4.59)
H (1.74, 3.04, 3.25)
F (3.89, -2.84, -2.82)
C (3.28, -4.04, -2.83)
C (3.62, -4.96, -3.80)
C (3.00, -6.21, -3.80)
C (2.04, -6.51, -2.84)
C (1.71, -5.57, -1.87)
C (2.34, -4.33, -1.86)
H (4.36, -4.71, -4.55)
H (3.26, -6.94, -4.56)
H (1.56, -7.48, -2.84)
H (0.97, -5.80, -1.12)
H (2.10, -3.59, -1.10)

---

8.
C23H51N7O7 | ωB97M-V/def2-TZVPD

## Properties
HOMO (eV): -8.89
Structure (SMILES): CN(C)C=O.CN(C)C=O.CN(C)C=O.CN(C)C=O.CN(C)C=O.CN(C)C=O.CC(C)=O.CC#N
Lowest unoccupied orbital energy (hartree): 0.00094

Cartesian coordinates (Å):
C (-4.73, 1.62, -3.04)
O (-5.44, 1.29, -2.02)
N (-3.93, 2.65, -2.85)
C (-3.00, 3.07, -3.90)
C (-3.68, 3.39, -1.63)
H (-4.71, 1.22, -4.06)
H (-3.36, 4.05, -4.22)
H (-2.81, 2.47, -4.80)
H (-2.06, 3.36, -3.42)
H (-4.59, 3.78, -1.18)
H (-3.40, 2.60, -0.93)
H (-2.88, 4.11, -1.76)
C (2.26, 5.60, -0.37)
O (2.53, 5.15, -1.56)
N (1.05, 5.45, 0.23)
C (0.70, 6.24, 1.43)
C (0.33, 4.20, 0.03)
H (2.86, 6.35, 0.16)
H (-0.39, 6.25, 1.37)
H (1.17, 7.22, 1.31)
H (0.87, 5.76, 2.39)
H (0.82, 3.73, -0.82)
H (0.25, 3.57, 0.92)
H (-0.67, 4.38, -0.36)
C (2.71, -0.27, 6.25)
O (2.71, 0.91, 5.83)
N (2.43, -1.33, 5.48)
C (2.32, -2.66, 5.98)
C (2.12, -1.10, 4.11)
H (2.76, -0.52, 7.33)
H (2.58, -2.77, 7.04)
H (2.98, -3.33, 5.42)
H (1.31, -3.04, 5.90)
H (1.58, -0.16, 4.03)
H (3.02, -1.12, 3.49)
H (1.41, -1.86, 3.79)
C (-4.19, -1.49, 0.94)
O (-4.23, -0.90, 2.05)
N (-4.05, -2.91, 0.83)
C (-3.80, -3.46, -0.52)
C (-3.99, -3.86, 1.93)
H (-4.27, -1.06, -0.07)
H (-3.53, -2.74, -1.29)
H (-4.71, -3.96, -0.85)
H (-2.97, -4.17, -0.53)
H (-4.34, -3.38, 2.84)
H (-4.59, -4.75, 1.74)
H (-2.96, -4.18, 2.12)
C (4.17, -0.48, 0.49)
O (4.59, -0.61, 1.63)
N (5.03, -0.52, -0.60)
C (4.64, 0.11, -1.89)
C (6.44, -0.69, -0.48)
H (3.23, -0.10, 0.08)
H (4.02, -0.56, -2.49)
H (5.51, 0.36, -2.50)
H (4.05, 1.02, -1.71)
H (7.00, 0.24, -0.38)
H (6.67, -1.36, 0.34)
H (6.73, -1.28, -1.36)
C (-0.90, -3.72, -3.05)
O (-1.02, -4.18, -1.96)
N (-1.85, -3.92, -3.96)
C (-1.60, -3.54, -5.32)
C (-3.09, -4.74, -3.69)
H (-0.09, -3.02, -3.31)
H (-0.77, -2.85, -5.45)
H (-2.37, -2.93, -5.79)
H (-1.38, -4.39, -5.96)
H (-3.99, -4.21, -4.03)
H (-3.11, -5.72, -4.15)
H (-3.13, -4.92, -2.62)
C (0.00, -1.39, 0.77)
C (-0.15, -0.13, -0.13)
O (0.48, 0.93, 0.19)
C (-0.94, -0.26, -1.40)
H (0.69, -1.01, 1.52)
H (0.23, -2.38, 0.39)
H (-0.95, -1.45, 1.31)
H (-1.45, -1.22, -1.53)
H (-0.39, 0.04, -2.29)
H (-1.72, 0.50, -1.43)
C (3.20, 2.12, 2.43)
C (2.55, 3.23, 3.08)
N (2.03, 4.13, 3.68)
H (3.90, 1.65, 3.13)
H (3.87, 2.36, 1.60)
H (2.39, 1.51, 2.04)